[1]
This record from the Open Molecules 2025 dataset describes C50H46N4O5PSSc as an isolated structure in a non-equilibrium geometry. The level of theory is the ωB97M-V functional and the def2-TZVPD basis.

```
108
Properties=species:S:1:pos:R:3
Sc -0.519 -0.473 -1.444
C 2.885 4.859 -5.159
C 2.442 3.762 -4.234
C 3.028 3.592 -3.000
C 2.567 2.667 -2.022
C 3.351 2.596 -0.867
N 3.147 2.025 0.355
C 1.869 2.014 1.018
C 1.385 3.417 1.399
C -0.048 3.358 1.936
N -0.974 2.928 0.921
C -2.043 3.571 0.516
C -2.956 3.068 -0.430
C -4.109 3.826 -0.731
C -5.086 3.374 -1.589
C -6.332 4.170 -1.845
C -4.903 2.133 -2.201
C -3.773 1.354 -1.974
C -3.663 0.088 -2.650
N -2.703 -0.745 -2.537
C -2.816 -1.975 -3.294
C -1.473 -2.366 -3.915
C -0.821 -1.195 -4.633
N -0.268 -0.212 -3.706
C 0.142 0.875 -4.268
C 0.966 1.900 -3.717
C 1.440 2.878 -4.606
C 1.399 1.865 -2.356
O 0.798 1.119 -1.515
C -2.758 1.784 -1.064
O -1.736 1.062 -0.807
H 3.515 5.579 -4.637
H 2.014 5.384 -5.560
H 3.452 4.468 -6.008
H 3.885 4.210 -2.740
H 4.323 3.070 -0.955
H 3.930 2.124 0.976
H 1.950 1.398 1.909
H 1.157 1.556 0.344
H 1.425 4.065 0.520
H 2.028 3.849 2.166
H -0.360 4.341 2.295
H -0.081 2.653 2.767
H -0.842 2.000 0.497
H -2.246 4.543 0.965
H -4.225 4.788 -0.241
H -6.243 5.172 -1.433
H -7.191 3.685 -1.382
H -6.534 4.248 -2.913
H -5.674 1.750 -2.866
H -4.508 -0.147 -3.305
H -3.581 -1.868 -4.076
H -3.127 -2.769 -2.613
H -1.645 -3.181 -4.619
H -0.804 -2.734 -3.135
H -1.551 -0.717 -5.303
H -0.005 -1.569 -5.255
H -0.049 1.002 -5.340
H 1.044 2.910 -5.614
O 1.418 -1.204 -1.046
C 2.067 -1.451 -0.011
C 3.403 -1.873 0.277
C 4.540 -2.172 -0.481
C 5.637 -2.679 0.199
C 5.610 -2.876 1.576
C 4.467 -2.586 2.329
C 3.372 -2.084 1.676
P 1.543 -1.617 1.829
C 1.651 -0.646 3.403
C 2.883 -0.093 3.742
C 3.037 0.603 4.929
C 1.965 0.757 5.792
C 0.731 0.228 5.451
C 0.570 -0.455 4.258
C 0.880 -3.281 2.160
C 0.287 -3.649 3.361
C -0.170 -4.946 3.534
C -0.045 -5.873 2.513
C 0.554 -5.515 1.316
C 1.020 -4.224 1.143
H 4.555 -2.030 -1.552
H 6.533 -2.945 -0.351
H 6.487 -3.274 2.071
H 4.458 -2.773 3.400
H 3.723 -0.210 3.075
H 4.006 1.023 5.174
H 2.090 1.288 6.727
H -0.110 0.348 6.120
H -0.403 -0.843 3.991
H 0.190 -2.937 4.169
H -0.629 -5.235 4.470
H -0.412 -6.881 2.654
H 0.651 -6.239 0.522
H 1.490 -3.950 0.203
O -1.890 -4.281 -0.766
C -1.623 -3.201 -0.259
O -0.954 -2.275 -0.835
C -2.173 -2.860 1.111
C -3.096 -3.747 1.655
C -3.778 -3.458 2.820
C -3.576 -2.232 3.436
C -2.632 -1.356 2.932
C -1.888 -1.678 1.798
S -0.584 -0.541 1.372
H -3.263 -4.671 1.116
H -4.480 -4.172 3.234
H -4.146 -1.962 4.319
H -2.457 -0.402 3.416
```

Values from the calculation:
Strongest force on any atom in eV/Å: 1.58
Charge: 0
Multiplicity: 1
Gap between HOMO and LUMO (alpha / beta) in eV: 4.13 / 4.02

Atom charges from the Mulliken analysis, given in e for atoms 1 to 4: atom 1 (Sc): -0.890, atom 2 (C): -1.686, atom 3 (C): 0.423, atom 4 (C): -1.264

=====

[2]
This record from the Open Molecules 2025 dataset describes C16H34MgO14 as an isolated structure in a non-equilibrium geometry. The level of theory is the ωB97M-V functional and the def2-TZVPD basis.

```
65
Properties=species:S:1:pos:R:3
Mg -0.212 -0.082 0.133
C -1.146 3.829 1.840
C -1.320 2.862 0.687
O -0.401 1.824 0.654
H -0.867 3.296 2.753
H -2.089 4.343 2.051
H -0.393 4.613 1.718
H -1.285 3.365 -0.296
H -2.344 2.451 0.732
C -3.833 -0.629 1.843
C -2.726 -1.667 1.619
O -1.672 -1.170 0.906
H -3.462 0.314 2.248
H -4.646 -0.935 2.515
H -4.362 -0.442 0.904
H -3.151 -2.580 1.157
H -2.337 -2.040 2.589
C 0.025 0.764 3.734
O 1.121 -0.133 3.761
C 1.571 -0.685 2.661
O 1.070 -0.542 1.592
O 2.678 -1.367 2.896
C 3.411 -1.298 4.109
H -0.866 0.416 3.209
H 0.290 1.676 3.194
H -0.221 1.027 4.759
H 4.354 -1.817 3.942
H 2.941 -1.900 4.887
H 3.586 -0.266 4.395
C 1.387 -1.905 -3.403
O 1.435 -2.996 -2.504
C 0.875 -2.865 -1.313
O 0.405 -1.837 -0.898
O 0.888 -4.026 -0.700
C 0.340 -4.036 0.625
H 2.275 -1.916 -4.028
H 1.292 -0.950 -2.887
H 0.521 -1.953 -4.067
H -0.681 -4.399 0.617
H 0.585 -3.111 1.142
H 0.912 -4.762 1.213
C 4.147 -0.786 -0.231
O 4.015 0.312 -1.139
C 2.836 0.893 -1.208
O 1.766 0.442 -0.905
O 3.004 2.081 -1.803
C 1.803 2.799 -2.015
H 5.203 -1.002 -0.089
H 3.740 -1.675 -0.715
H 3.673 -0.554 0.714
H 1.353 3.291 -1.151
H 1.043 2.218 -2.536
H 2.043 3.650 -2.657
C -1.636 1.456 -4.921
O -0.932 0.911 -3.813
C -1.529 0.546 -2.701
O -0.977 0.171 -1.710
O -2.850 0.636 -2.784
C -3.625 0.414 -1.619
H -0.928 2.043 -5.499
H -2.517 2.023 -4.636
H -1.968 0.633 -5.558
H -3.427 1.158 -0.851
H -3.510 -0.607 -1.254
H -4.675 0.476 -1.906
```

Values from the calculation:
Strongest force on any atom in eV/Å: 2.12
Charge: 0
Multiplicity: 1
ΔE to the lowest compared entry with this formula, charge and spin in kcal/mol: 27.2
Gap between HOMO and LUMO in eV: 7.43

Atom charges from the Mulliken analysis, given in e for atoms 1 to 4: atom 1 (Mg): 1.422, atom 2 (C): -1.298, atom 3 (C): -0.106, atom 4 (O): -0.500

=====

[3]
This record from the Open Molecules 2025 dataset describes C34H33N6O6P2Sr as an isolated structure. The level of theory is the ωB97M-V functional and the def2-TZVPD basis.

```
82
Properties=species:S:1:pos:R:3
Sr 0.994 -0.984 0.184
O 4.016 -4.363 1.781
C 3.297 -3.460 1.128
O 2.119 -3.255 1.367
C 4.061 -2.715 0.090
C 5.426 -2.817 -0.088
C 6.011 -2.006 -1.060
C 5.220 -1.143 -1.793
C 3.845 -1.126 -1.555
N 3.292 -1.901 -0.635
C 2.923 -0.151 -2.319
O 3.467 0.592 -3.116
O 1.685 -0.218 -2.003
H 3.448 -4.803 2.430
H 6.013 -3.494 0.514
H 7.079 -2.048 -1.225
H 5.618 -0.476 -2.543
N -1.181 -1.984 2.310
N -0.682 -1.977 3.619
C 0.543 -1.473 3.880
N 1.079 -1.705 5.072
N 1.063 -0.747 2.892
N 2.371 -0.404 2.904
O 3.122 -0.614 3.844
O 2.747 0.121 1.856
H -2.073 -1.500 2.273
H -1.332 -2.942 2.007
H -1.179 -2.472 4.344
H 0.637 -2.313 5.739
H 1.999 -1.329 5.253
C -1.343 1.998 -1.321
C -2.461 1.034 -0.911
P -1.903 -0.713 -1.086
C -3.181 -1.689 -0.218
C -4.168 -1.151 0.604
C -5.026 -1.984 1.316
C -4.914 -3.360 1.210
C -3.939 -3.910 0.384
C -3.078 -3.081 -0.316
C -2.186 -1.048 -2.849
C -3.431 -1.380 -3.378
C -3.574 -1.563 -4.744
C -2.482 -1.402 -5.588
C -1.242 -1.067 -5.065
C -1.085 -0.900 -3.696
P -0.036 2.006 -0.024
C -0.812 3.010 1.284
C -1.323 2.352 2.401
C -1.968 3.060 3.406
C -2.091 4.438 3.307
C -1.570 5.104 2.205
C -0.935 4.395 1.197
C 1.274 3.069 -0.693
C 1.251 3.615 -1.971
C 2.333 4.349 -2.438
C 3.441 4.547 -1.631
C 3.472 4.006 -0.352
C 2.399 3.264 0.111
H -1.743 3.004 -1.468
H -0.879 1.680 -2.259
H -3.359 1.187 -1.513
H -2.730 1.208 0.135
H -4.289 -0.079 0.691
H -5.793 -1.549 1.944
H -5.588 -4.005 1.757
H -3.857 -4.985 0.280
H -2.323 -3.516 -0.964
H -4.290 -1.499 -2.729
H -4.541 -1.828 -5.152
H -2.600 -1.542 -6.654
H -0.390 -0.942 -5.720
H -0.109 -0.658 -3.288
H -1.195 1.277 2.488
H -2.364 2.541 4.270
H -2.585 4.995 4.091
H -1.658 6.180 2.132
H -0.523 4.920 0.344
H 0.399 3.467 -2.621
H 2.310 4.758 -3.439
H 4.285 5.114 -2.001
H 4.338 4.153 0.280
H 2.436 2.827 1.103
```

Values from the calculation:
Strongest force on any atom in eV/Å: 0.35
Charge: +1
Multiplicity: 1
ΔE to the lowest compared entry with this formula, charge and spin in kcal/mol: 4.5
Gap between HOMO and LUMO in eV: 7.64

Atom charges from the Mulliken analysis, given in e for atoms 1 to 4: atom 1 (Sr): 1.287, atom 2 (O): -0.469, atom 3 (C): 0.124, atom 4 (O): -0.484

=====

Copy entry 3 word for word.
This record from the Open Molecules 2025 dataset describes C34H33N6O6P2Sr as an isolated structure. The level of theory is the ωB97M-V functional and the def2-TZVPD basis.

```
82
Properties=species:S:1:pos:R:3
Sr 0.994 -0.984 0.184
O 4.016 -4.363 1.781
C 3.297 -3.460 1.128
O 2.119 -3.255 1.367
C 4.061 -2.715 0.090
C 5.426 -2.817 -0.088
C 6.011 -2.006 -1.060
C 5.220 -1.143 -1.793
C 3.845 -1.126 -1.555
N 3.292 -1.901 -0.635
C 2.923 -0.151 -2.319
O 3.467 0.592 -3.116
O 1.685 -0.218 -2.003
H 3.448 -4.803 2.430
H 6.013 -3.494 0.514
H 7.079 -2.048 -1.225
H 5.618 -0.476 -2.543
N -1.181 -1.984 2.310
N -0.682 -1.977 3.619
C 0.543 -1.473 3.880
N 1.079 -1.705 5.072
N 1.063 -0.747 2.892
N 2.371 -0.404 2.904
O 3.122 -0.614 3.844
O 2.747 0.121 1.856
H -2.073 -1.500 2.273
H -1.332 -2.942 2.007
H -1.179 -2.472 4.344
H 0.637 -2.313 5.739
H 1.999 -1.329 5.253
C -1.343 1.998 -1.321
C -2.461 1.034 -0.911
P -1.903 -0.713 -1.086
C -3.181 -1.689 -0.218
C -4.168 -1.151 0.604
C -5.026 -1.984 1.316
C -4.914 -3.360 1.210
C -3.939 -3.910 0.384
C -3.078 -3.081 -0.316
C -2.186 -1.048 -2.849
C -3.431 -1.380 -3.378
C -3.574 -1.563 -4.744
C -2.482 -1.402 -5.588
C -1.242 -1.067 -5.065
C -1.085 -0.900 -3.696
P -0.036 2.006 -0.024
C -0.812 3.010 1.284
C -1.323 2.352 2.401
C -1.968 3.060 3.406
C -2.091 4.438 3.307
C -1.570 5.104 2.205
C -0.935 4.395 1.197
C 1.274 3.069 -0.693
C 1.251 3.615 -1.971
C 2.333 4.349 -2.438
C 3.441 4.547 -1.631
C 3.472 4.006 -0.352
C 2.399 3.264 0.111
H -1.743 3.004 -1.468
H -0.879 1.680 -2.259
H -3.359 1.187 -1.513
H -2.730 1.208 0.135
H -4.289 -0.079 0.691
H -5.793 -1.549 1.944
H -5.588 -4.005 1.757
H -3.857 -4.985 0.280
H -2.323 -3.516 -0.964
H -4.290 -1.499 -2.729
H -4.541 -1.828 -5.152
H -2.600 -1.542 -6.654
H -0.390 -0.942 -5.720
H -0.109 -0.658 -3.288
H -1.195 1.277 2.488
H -2.364 2.541 4.270
H -2.585 4.995 4.091
H -1.658 6.180 2.132
H -0.523 4.920 0.344
H 0.399 3.467 -2.621
H 2.310 4.758 -3.439
H 4.285 5.114 -2.001
H 4.338 4.153 0.280
H 2.436 2.827 1.103
```

Values from the calculation:
Strongest force on any atom in eV/Å: 0.35
Charge: +1
Multiplicity: 1
ΔE to the lowest compared entry with this formula, charge and spin in kcal/mol: 4.5
Gap between HOMO and LUMO in eV: 7.64

Atom charges from the Mulliken analysis, given in e for atoms 1 to 4: atom 1 (Sr): 1.287, atom 2 (O): -0.469, atom 3 (C): 0.124, atom 4 (O): -0.484

=====

What is the formula in the third record? C34H33N6O6P2Sr

=====

Look up the strongest force on any atom of the third one. 0.35 eV/Å

=====

Which of these has the lowest strongest force on any atom? C34H33N6O6P2Sr